# 1
A structure of composition C8H8Br24CrF3 in a non-equilibrium geometry. Source: the OMol25 dataset; level of theory: ωB97M-V/def2-TZVPD.

The energy is -63430.006710 Ha. For the HOMO-LUMO gap (alpha / beta), the calculation gives 8.6 / 8.6 eV. As for the net charge: 0. As for the expectation value of S²: 3.7677. The lowest unoccupied orbital energy (alpha / beta) is -1.3 / -1.3 eV. As for the spin multiplicity: 4.

XYZ file:
```
44
Properties=species:S:1:pos:R:3:forces:R:3:lowdin_spin:R:1
Cr 0.1757 1.2536 -0.4972 1.355 -0.507 1.794 2.81
F 1.1859 -0.0737 -1.1286 -0.089 0.389 -0.053 0.05
F 0.5080 0.8266 1.2819 -0.604 0.493 -1.242 0.04
F -1.4715 0.9168 -0.9208 -0.538 -0.229 -0.051 0.06
C -3.4597 -0.2342 -2.4545 -2.714 -0.559 -0.364 0.00
Br -3.8988 -1.9528 -1.6321 0.255 0.551 -0.396 0.00
Br -4.2578 1.2077 -1.4346 -0.360 -0.096 -0.389 0.00
Br -3.9541 -0.1668 -4.3606 0.012 -0.253 0.964 0.00
H -2.4468 -0.0910 -2.3879 2.229 0.104 0.060 0.00
C 0.5058 3.6692 1.7556 -0.064 0.022 0.543 0.00
Br -1.3880 3.6641 1.1108 1.612 0.071 0.005 0.00
Br 0.8775 5.1594 2.9835 -0.273 -0.776 -0.788 0.00
Br 1.8660 3.5729 0.3108 -0.796 0.074 0.671 0.02
H 0.6199 2.7179 2.3040 -0.122 0.622 -0.378 0.00
C -1.4339 3.0822 -3.3477 0.159 0.379 0.666 0.00
Br 0.4344 2.5839 -2.7444 -1.006 0.049 -1.068 0.01
Br -1.8408 2.5979 -5.1600 0.554 0.458 0.561 0.00
Br -1.6746 4.9393 -2.8501 0.043 -0.048 -0.516 0.00
H -2.1494 2.6173 -2.6809 0.312 -0.654 -0.061 0.00
C 3.6326 -1.8668 2.7766 1.242 -0.892 0.651 0.00
Br 2.7430 -1.3496 1.1451 0.113 -0.515 0.980 0.00
Br 3.3752 -0.6644 4.2843 -0.136 -0.025 -0.506 0.00
Br 5.6536 -1.9997 2.4304 -1.501 -0.049 0.258 0.00
H 3.3400 -2.8708 3.2160 0.214 1.233 -1.221 0.00
C 4.1083 0.5682 -1.3305 -1.351 -0.778 0.712 0.00
Br 5.8370 0.6496 -0.4961 -0.334 -0.063 0.185 0.00
Br 4.0037 -1.0189 -2.4931 -0.026 0.731 0.367 0.00
Br 3.8300 2.2149 -2.3123 -0.149 -0.118 -0.077 0.00
H 3.2230 0.4516 -0.5803 2.058 0.357 -1.385 0.00
C -0.3105 -4.0686 2.5149 0.415 -0.047 -1.145 0.00
Br 1.0871 -4.8152 1.3330 0.212 0.189 0.707 0.00
Br -0.9466 -2.4075 1.7234 -0.175 -0.619 0.300 0.00
Br 0.1882 -3.7876 4.3171 0.349 -0.056 0.269 0.00
H -0.9730 -4.9199 2.4681 -0.754 0.568 0.146 0.00
C -3.1707 1.4813 4.0874 0.597 -1.132 -0.183 0.00
Br -4.0377 0.3440 5.4021 0.350 -0.022 -0.470 0.00
Br -3.7710 1.2385 2.2729 0.068 -0.513 0.124 0.00
Br -1.2129 1.4971 4.2398 -0.853 -0.204 0.013 0.00
H -3.5316 2.4251 4.3211 -0.186 1.677 0.530 0.00
C -0.3677 -3.4951 -3.4892 0.580 0.584 0.474 0.00
Br 0.1551 -4.8874 -4.6845 0.021 -0.130 0.108 0.00
Br 0.1736 -1.7516 -4.2299 -0.091 -0.492 0.534 0.00
Br 0.2070 -3.8104 -1.6213 -0.145 0.327 -1.275 0.00
H -1.4334 -3.4469 -3.4423 -0.486 -0.103 -0.052 0.00
```
Positions in Å, forces in eV/Å.

***

# 2
The ion C6H13NO with charge -1 in a non-equilibrium geometry. Source: the OMol25 dataset; level of theory: ωB97M-V/def2-TZVPD.

The energy is -366.344506 Ha. For the HOMO-LUMO gap (alpha / beta), the calculation gives 2.7 / 9.5 eV. As for the net charge: -1. As for the expectation value of S²: 0.7503. The lowest unoccupied orbital energy (alpha / beta) is 4.0 / 3.9 eV. As for the spin multiplicity: 2.

XYZ file:
```
21
Properties=species:S:1:pos:R:3:forces:R:3:lowdin_spin:R:1
C -2.1736 -0.2612 0.3323 -0.748 0.983 -0.364 0.03
C -2.2420 -1.6748 -0.1931 0.532 -0.916 0.622 0.13
C -0.8566 0.4987 0.6570 -1.216 -0.297 0.040 0.03
N 0.2601 0.4013 -0.1058 -0.057 -0.515 -0.091 0.01
C 1.2374 1.4898 -0.0770 0.258 -0.759 1.476 0.05
C 2.6522 1.0623 0.4068 -1.338 1.587 -0.070 0.09
C 0.7167 -0.7996 -0.8105 0.507 0.520 -0.594 0.28
O -0.9815 1.3083 1.5684 0.426 0.550 0.045 0.01
H -2.7855 0.4232 -0.2988 0.876 -0.203 -0.462 0.01
H -2.8177 -0.1105 1.1999 0.598 -0.583 0.607 0.00
H -2.0126 -1.8115 -1.2437 0.047 0.259 -0.211 0.04
H -3.2012 -2.1483 0.0140 -0.267 0.252 -0.073 0.02
H -1.5200 -2.2955 0.3589 -0.132 0.050 -0.159 0.04
H 1.2886 1.9046 -1.0752 0.083 0.284 -0.213 0.02
H 0.8927 2.2113 0.6674 -0.285 0.066 -0.486 0.00
H 3.1367 2.0391 0.5615 0.583 -0.390 -0.572 0.01
H 3.0723 0.4263 -0.3573 0.786 -0.167 0.307 0.04
H 2.6137 0.6859 1.4273 -0.081 -0.704 -0.240 0.01
H 0.9992 -0.5453 -1.8432 -0.405 -0.057 0.002 0.08
H 0.0667 -1.6606 -0.8056 -0.309 0.215 0.023 0.04
H 1.6543 -1.1435 -0.3834 0.141 -0.176 0.414 0.07
```
Positions in Å, forces in eV/Å.

***

# 3
A structure of composition C30H36CrN7O2S2 in a non-equilibrium geometry. Source: the OMol25 dataset; level of theory: ωB97M-V/def2-TZVPD.

The energy is -3539.039789 Ha. For the HOMO-LUMO gap (alpha / beta), the calculation gives 6.6 / 6.9 eV. As for the net charge: +2. As for the expectation value of S²: 0.7622. The lowest unoccupied orbital energy (alpha / beta) is -6.0 / -5.8 eV. As for the spin multiplicity: 2.

XYZ file:
```
78
Properties=species:S:1:pos:R:3:forces:R:3:lowdin_spin:R:1
Cr 0.8200 0.4880 0.7567 0.752 -0.290 -0.917 0.99
C -4.5570 4.5937 3.1545 0.067 0.018 -0.039 0.00
C -3.6237 3.6575 2.4348 -0.083 0.035 -0.006 0.00
C -4.0254 2.9362 1.3323 0.019 -0.016 -0.063 0.01
C -3.1633 2.0436 0.6616 0.090 -0.061 0.170 0.00
C -3.5225 1.5650 -0.6227 0.082 0.140 -0.071 0.00
N -2.7560 0.8495 -1.3930 -0.011 -0.082 -0.032 0.00
C -2.9408 0.6971 -2.8346 -0.044 -0.092 -0.065 0.00
C -2.9964 -0.7505 -3.3273 0.154 0.034 0.114 0.00
C -1.6359 -1.4115 -3.5826 -0.217 0.049 -0.050 0.00
N -0.9202 -1.7657 -2.3627 0.102 -0.034 -0.023 0.00
C -0.9538 -2.9552 -1.8397 -0.108 0.042 -0.026 0.00
C -0.3882 -3.3281 -0.6010 0.119 -0.025 0.105 0.00
C -0.4657 -4.6770 -0.1982 -0.032 0.035 -0.067 0.00
C 0.0010 -5.1098 1.0207 0.022 -0.053 0.096 0.00
C -0.0489 -6.5533 1.4414 -0.002 0.066 0.037 0.00
C 0.5088 -4.1337 1.8846 -0.038 -0.024 -0.067 0.00
C 0.5893 -2.7867 1.5531 -0.062 0.043 -0.095 0.00
C 1.0393 -1.8583 2.5601 0.045 0.005 0.041 0.00
N 1.0937 -0.5794 2.4743 -0.079 -0.013 0.131 -0.01
C 1.5690 0.1232 3.6817 0.087 0.095 0.037 0.00
C 2.7327 1.0591 3.3740 -0.119 0.005 -0.101 0.00
C 2.3044 2.3167 2.5832 0.101 -0.081 0.067 0.00
N 0.9838 2.1037 1.9764 -0.038 0.281 0.478 -0.01
C 0.0144 2.7348 2.5342 0.111 0.091 -0.058 0.02
C -1.3867 2.6861 2.1845 -0.072 -0.132 -0.075 0.00
C -2.2780 3.5522 2.8043 0.003 0.038 -0.043 0.00
C -1.8562 1.8053 1.1805 -0.088 0.110 0.083 0.00
O -1.1406 0.8437 0.7169 0.113 0.022 -0.022 0.00
C 0.1844 -2.3534 0.2640 0.195 -0.111 0.169 0.00
O 0.3122 -1.1365 -0.1255 -0.385 0.019 -0.219 0.02
H -5.5926 4.3876 2.8923 -0.010 0.014 0.012 0.00
H -4.3426 5.6312 2.8933 -0.016 0.003 0.009 0.00
H -4.4557 4.4995 4.2350 -0.007 -0.024 0.002 0.00
H -5.0307 3.0690 0.9460 -0.005 0.006 0.007 0.00
H -4.4553 1.9145 -1.0577 -0.026 -0.046 0.015 0.00
H -1.8666 0.5760 -0.9704 -0.030 -0.074 0.081 0.00
H -2.1071 1.2134 -3.3171 -0.034 0.088 0.002 0.00
H -3.8569 1.2201 -3.1053 -0.019 -0.014 0.025 0.00
H -3.5255 -0.7509 -4.2812 -0.014 0.018 -0.003 0.00
H -3.5842 -1.3574 -2.6348 -0.024 -0.028 -0.044 0.00
H -0.9978 -0.7512 -4.1711 0.023 -0.015 0.008 0.00
H -1.7954 -2.3248 -4.1551 0.062 -0.013 -0.008 0.00
H -0.3275 -1.0812 -1.8816 0.050 0.018 -0.001 0.00
H -1.5027 -3.7116 -2.3954 0.013 0.012 -0.035 0.00
H -0.9091 -5.3939 -0.8814 0.009 0.004 -0.010 0.00
H -0.5125 -7.1727 0.6767 0.011 -0.010 -0.007 0.00
H -0.6199 -6.6694 2.3632 -0.010 -0.012 -0.011 0.00
H 0.9549 -6.9354 1.6292 -0.003 -0.022 -0.028 0.00
H 0.8449 -4.4435 2.8694 0.004 0.026 0.009 0.00
H 1.3477 -2.3209 3.4985 -0.016 0.015 0.009 0.00
H 1.8841 -0.6056 4.4294 -0.032 -0.033 -0.022 0.00
H 0.7270 0.6766 4.1018 -0.010 -0.030 0.029 0.00
H 3.4874 0.5034 2.8209 0.049 -0.010 0.030 0.00
H 3.1835 1.3683 4.3167 0.001 -0.004 0.004 0.00
H 3.0239 2.5314 1.7949 -0.025 0.004 -0.008 0.00
H 2.2652 3.1826 3.2465 -0.017 0.022 -0.023 0.00
H 0.2580 3.4289 3.3409 0.000 0.016 -0.012 0.00
H -1.9102 4.1931 3.6000 0.020 -0.016 0.007 0.00
S 3.0874 0.1780 0.2289 -0.412 0.110 0.426 -0.02
C 3.2595 -0.6460 -1.3379 -0.168 0.010 -0.075 0.00
C 4.4941 -1.2526 -1.5801 -0.021 0.040 -0.023 0.00
C 4.6868 -1.9077 -2.7805 0.039 -0.013 0.032 0.00
C 3.6514 -1.9386 -3.7046 -0.007 -0.005 -0.016 0.00
C 2.4687 -1.3057 -3.3718 0.041 0.012 0.016 0.00
N 2.2591 -0.6709 -2.2154 0.048 -0.069 -0.002 0.00
H 5.2737 -1.1999 -0.8331 0.008 -0.021 -0.006 0.00
H 5.6322 -2.3891 -2.9930 0.001 0.006 -0.005 0.00
H 3.7641 -2.4367 -4.6570 -0.021 0.007 -0.010 0.00
H 1.6391 -1.2956 -4.0721 0.002 -0.021 -0.027 0.00
N 2.9236 2.8473 -1.5373 0.042 -0.032 -0.039 0.00
C 1.6771 2.9171 -1.9731 -0.023 -0.084 0.014 0.00
N 1.3743 3.8100 -2.9174 0.004 0.001 -0.051 0.00
S 0.4156 1.9345 -1.3610 -0.151 0.000 0.213 0.00
H 3.6552 3.4003 -1.9552 -0.003 0.012 0.031 0.00
H 3.1750 2.0993 -0.8911 -0.018 0.031 -0.019 0.00
H 2.0664 4.4155 -3.3272 0.001 0.003 0.010 0.00
H 0.4187 3.9072 -3.2110 0.010 0.001 0.002 0.00
```
Positions in Å, forces in eV/Å.

***

# 4
A structure of composition C14H16AsF6PPtS2Te2. Source: the OMol25 dataset; level of theory: ωB97M-V/def2-TZVPD.

The energy is -5171.432638 Ha. For the HOMO-LUMO gap (alpha / beta), the calculation gives 6.6 / 5.8 eV. As for the net charge: -1. As for the expectation value of S²: 0.7558. The lowest unoccupied orbital energy (alpha / beta) is 1.7 / 1.2 eV. As for the spin multiplicity: 2.

XYZ file:
```
43
Properties=species:S:1:pos:R:3:forces:R:3:lowdin_spin:R:1
Pt -1.5265 -0.9582 0.2495 0.397 0.889 0.005 0.13
C -4.4003 0.4758 2.0246 0.027 -0.075 -0.052 0.02
Te -3.5756 0.4519 0.0537 -0.527 0.151 0.114 0.02
C -5.1271 -0.7511 -0.7519 0.031 0.049 0.011 0.00
H -5.2021 1.2070 2.0856 -0.037 0.030 -0.041 0.00
H -3.5958 0.7362 2.7070 0.008 0.009 0.032 0.00
H -4.7670 -0.5231 2.2487 -0.007 0.008 0.060 0.02
H -4.8586 -1.7884 -0.5945 -0.038 -0.045 0.003 0.00
H -5.2096 -0.5166 -1.8075 0.012 0.021 -0.028 0.00
H -6.0406 -0.4952 -0.2190 -0.030 0.018 0.006 0.00
F -2.9056 -0.7484 -3.0484 -0.087 0.157 -0.131 0.00
As -3.5034 0.4313 -4.2023 0.066 -0.104 0.042 0.00
F -4.0343 1.3997 -2.8327 0.007 0.056 -0.128 0.00
F -1.9669 1.2394 -4.1753 -0.129 -0.067 0.006 0.00
F -4.1268 1.6266 -5.2988 0.037 -0.102 0.110 0.00
F -2.9931 -0.5672 -5.5252 -0.036 0.088 0.123 0.00
F -5.0590 -0.3683 -4.1847 0.122 0.057 0.010 0.00
S -0.2253 1.2599 0.5012 -0.120 -0.183 -0.251 0.01
P 1.2494 -0.0727 0.2708 0.188 -0.084 0.035 0.00
S 0.5486 -1.6495 -0.7521 0.079 -0.441 0.122 0.02
C 1.8969 -0.6042 1.8816 -0.019 0.109 0.066 0.00
C 2.6561 0.2892 2.6351 0.005 0.061 -0.061 0.00
C 3.1106 -0.0685 3.8903 0.024 -0.041 0.089 0.00
C 2.7994 -1.3205 4.4094 0.014 0.037 -0.006 0.00
C 2.0359 -2.2058 3.6668 0.008 -0.037 0.058 0.00
C 1.5857 -1.8512 2.4033 -0.061 -0.073 -0.076 0.00
C 2.6953 0.6480 -0.5503 -0.046 -0.031 -0.032 0.00
C 3.9356 0.0210 -0.4636 0.001 -0.082 0.072 0.00
C 5.0191 0.5280 -1.1570 0.062 0.046 -0.055 0.00
C 4.8680 1.6619 -1.9460 0.015 -0.009 0.004 0.00
C 3.6324 2.2820 -2.0415 0.054 0.034 -0.038 0.00
C 2.5453 1.7748 -1.3469 -0.101 0.045 0.006 0.00
H 2.8911 1.2695 2.2374 -0.005 0.007 -0.018 0.00
H 3.7037 0.6289 4.4678 0.004 0.005 0.012 0.00
H 3.1501 -1.5996 5.3944 0.009 -0.007 0.020 0.00
H 1.7809 -3.1773 4.0695 0.003 -0.010 0.008 0.00
H 0.9849 -2.5396 1.8213 0.001 0.029 0.009 0.00
H 4.0534 -0.8647 0.1492 -0.013 -0.004 0.011 0.00
H 5.9821 0.0397 -1.0857 0.014 -0.009 0.000 0.00
H 5.7151 2.0581 -2.4908 0.018 0.003 -0.009 0.00
H 3.5099 3.1576 -2.6648 -0.003 0.019 -0.008 0.00
H 1.5733 2.2465 -1.4233 -0.008 -0.008 -0.004 0.00
Te -2.8052 -2.7633 1.3952 0.059 -0.517 -0.097 0.78
```
Positions in Å, forces in eV/Å.